{"formula": "C2H2N2O", "method": "ωB97M-V/def2-TZVPD", "elements": ["C", "N", "O", "C", "N", "H", "H"], "coordinates": [[-1.040, -0.015, 0.020], [0.203, -0.365, 0.084], [0.635, -1.667, -0.007], [1.206, 0.545, 0.034], [2.082, 1.270, -0.067], [-1.784, -0.793, -0.007], [-1.303, 1.024, -0.057]], "atomic_forces_ev_per_a": [[0.23, 0.11, 0.09], [-0.23, -3.95, -0.93], [-0.91, 3.14, 0.58], [0.23, 0.18, 0.03], [0.45, 0.48, 0.04], [0.11, -0.17, 0.01], [0.12, 0.21, 0.18]], "relative_energy_kcal_mol": 91.3, "total_charge": 0, "homo_energy_ev": [-10.01, -10.01], "smiles": "C=[N+]([O-])C#N", "energy_ev": -7129.8827}

{"formula": "C3H3O4Pm", "method": "ωB97M-V/def2-TZVPD", "elements": ["O", "C", "C", "H", "H", "H", "O", "C", "O", "O", "Pm"], "coordinates": [[1.436, 0.354, 1.990], [1.694, 1.377, 1.406], [1.300, 1.616, -0.030], [2.213, 2.229, 1.895], [0.735, 2.555, -0.117], [2.197, 1.653, -0.664], [-1.475, 1.533, -0.345], [-0.864, 0.517, -0.099], [0.504, 0.536, -0.462], [-1.281, -0.681, -0.079], [-0.046, -1.786, -1.567]], "atomic_forces_ev_per_a": [[0.24, 1.02, -0.69], [0.10, -0.67, 1.46], [-0.17, 0.23, -0.78], [0.01, -0.20, -0.01], [0.13, -0.14, 0.07], [-0.14, 0.13, 0.24], [0.70, -1.33, 1.94], [-1.83, 4.32, -3.07], [1.00, -1.84, -0.45], [0.70, -3.16, -0.70], [-0.75, 1.65, 1.99]], "spin_multiplicity": 5, "total_charge": 2, "homo_energy_ev": [-17.07, -18.77], "s_squared": 6.388, "energy_ev": -27882.8635}

{"formula": "C4H7NO2", "method": "ωB97M-V/def2-TZVPD", "elements": ["C", "C", "O", "N", "C", "C", "O", "H", "H", "H", "H", "H", "H", "H"], "coordinates": [[-0.063, -2.483, 0.326], [-0.059, -0.869, -0.345], [-0.367, -0.698, -1.495], [0.099, -0.074, 0.708], [0.374, 1.501, 0.462], [-0.263, 2.191, -0.715], [1.043, 2.089, 1.289], [0.987, -2.766, 0.401], [-0.607, -3.090, -0.397], [-0.569, -2.541, 1.288], [0.679, -0.361, 1.482], [0.246, 1.902, -1.636], [-1.320, 1.923, -0.771], [-0.180, 3.276, -0.598]], "atomic_forces_ev_per_a": [[0.14, 2.30, -1.72], [-1.31, -5.64, 1.11], [0.46, 0.90, 0.42], [1.15, 6.03, -0.70], [0.56, -0.84, 1.90], [-0.15, -0.25, 0.08], [-1.08, -1.53, -1.23], [-0.11, -0.27, 0.04], [0.28, -0.04, 0.00], [0.14, 0.30, 0.00], [-0.16, -0.33, 0.02], [-0.23, -0.18, 0.06], [0.17, -0.15, -0.22], [0.15, -0.31, 0.24]], "relative_energy_kcal_mol": 26.2, "total_charge": 0, "homo_energy_ev": -9.65, "smiles": "CC(=O)NC(C)=O", "energy_ev": -9846.1451}

{"formula": "C22H36N2O", "method": "ωB97M-V/def2-TZVPD", "elements": ["C", "C", "C", "C", "N", "C", "C", "C", "N", "C", "C", "C", "C", "C", "C", "C", "O", "C", "C", "C", "C", "C", "C", "C", "C", "H", "H", "H", "H", "H", "H", "H", "H", "H", "H", "H", "H", "H", "H", "H", "H", "H", "H", "H", "H", "H", "H", "H", "H", "H", "H", "H", "H", "H", "H", "H", "H", "H", "H", "H", "H"], "coordinates": [[1.410, 1.877, -0.883], [0.670, 0.669, -1.456], [-0.334, 0.147, -0.394], [-1.758, 0.640, -0.700], [-2.446, 1.049, 0.507], [-3.789, 1.529, 0.257], [-4.523, 1.788, 1.571], [-4.984, 0.501, 2.259], [-3.891, -0.384, 2.639], [-4.364, -1.733, 2.876], [-3.165, 0.114, 3.791], [-0.241, -1.376, -0.232], [-1.172, -1.912, 0.854], [1.200, -1.736, 0.133], [2.243, -1.300, -0.914], [2.915, -2.536, -1.532], [3.236, -0.570, -0.193], [4.109, 0.183, -0.913], [5.249, 0.627, -0.247], [6.175, 1.418, -0.897], [5.975, 1.773, -2.221], [4.838, 1.342, -2.878], [3.892, 0.552, -2.240], [2.654, 0.101, -2.964], [1.587, -0.442, -2.008], [2.011, 1.593, -0.023], [2.062, 2.341, -1.619], [0.680, 2.617, -0.560], [0.100, 1.021, -2.325], [-0.061, 0.585, 0.571], [-1.710, 1.529, -1.339], [-2.311, -0.133, -1.268], [-2.510, 0.277, 1.164], [-3.710, 2.466, -0.309], [-4.381, 0.823, -0.357], [-5.412, 2.390, 1.369], [-3.870, 2.363, 2.226], [-5.603, 0.763, 3.136], [-5.622, -0.047, 1.558], [-4.841, -2.114, 1.974], [-3.513, -2.370, 3.111], [-5.086, -1.792, 3.705], [-3.807, 0.212, 4.680], [-2.355, -0.576, 4.024], [-2.734, 1.084, 3.559], [-0.512, -1.863, -1.175], [-2.215, -1.769, 0.588], [-1.006, -2.980, 0.990], [-0.979, -1.413, 1.800], [1.276, -2.812, 0.298], [1.455, -1.242, 1.073], [3.349, -3.142, -0.739], [3.715, -2.246, -2.208], [2.186, -3.132, -2.075], [5.384, 0.339, 0.784], [7.055, 1.755, -0.370], [6.698, 2.387, -2.736], [4.669, 1.626, -3.908], [2.927, -0.677, -3.684], [2.242, 0.930, -3.545], [0.943, -1.114, -2.586]], "atomic_forces_ev_per_a": [[-0.12, -0.03, -0.22], [0.14, -0.11, 0.11], [-0.20, -0.18, -0.42], [0.21, 0.20, 0.13], [0.04, -0.15, 0.13], [-0.09, 0.14, 0.11], [-0.04, -0.28, -0.19], [-0.02, 0.26, -0.07], [-0.11, -0.09, 0.05], [0.03, 0.02, -0.05], [0.02, 0.02, -0.07], [0.13, 0.07, 0.34], [0.11, -0.02, -0.37], [-0.01, 0.07, -0.27], [-0.39, -0.61, -0.35], [0.02, 0.37, 0.19], [0.12, 0.23, 0.17], [0.36, 0.21, -0.21], [-0.15, -0.11, 0.04], [0.00, -0.02, 0.06], [0.05, 0.10, -0.17], [0.12, 0.01, 0.13], [-0.16, -0.20, 0.09], [-0.12, -0.21, 0.03], [0.07, 0.22, 0.04], [0.04, 0.01, 0.12], [0.07, 0.12, -0.03], [-0.07, 0.12, 0.06], [0.00, -0.04, 0.04], [0.03, 0.00, 0.05], [0.03, -0.09, -0.07], [0.03, 0.05, -0.01], [-0.02, 0.02, -0.07], [-0.07, -0.09, -0.02], [0.01, 0.07, 0.01], [0.00, 0.04, 0.06], [-0.02, 0.12, 0.04], [-0.01, -0.10, -0.03], [-0.02, 0.02, 0.05], [-0.03, -0.05, 0.00], [0.00, -0.09, 0.03], [-0.01, 0.00, 0.03], [-0.02, 0.00, 0.02], [0.06, 0.02, 0.05], [0.07, 0.06, 0.07], [-0.01, 0.01, -0.04], [-0.20, 0.03, 0.04], [-0.02, -0.10, 0.06], [0.00, 0.09, 0.20], [0.03, -0.04, 0.06], [-0.03, -0.01, 0.07], [0.01, -0.06, 0.06], [0.07, -0.01, -0.12], [-0.09, -0.08, -0.07], [0.02, -0.04, 0.12], [0.07, 0.02, 0.05], [0.06, 0.05, -0.04], [-0.03, 0.03, -0.10], [-0.03, 0.06, -0.01], [0.00, 0.00, -0.02], [0.07, -0.01, 0.09]], "total_charge": 0, "homo_energy_ev": -8.22, "smiles": "C[C@@H]1[C@@H](CNCCCN(C)C)[C@H](C)C[C@]2(C)Oc3ccccc3C[C@H]12", "energy_ev": -28426.4317}